Entry 1:
Formula: C16H50N2O10
Source: the OMol25 dataset
Level of theory: the ωB97M-V functional and the def2-TZVPD basis

F_max: 2.31 eV Å⁻¹
LUMO energy: 0.42 eV
E_HOMO: -8.43 eV
ΔE to the lowest compared entry with this formula, charge and spin: 29.8 kJ/mol
SMILES: COCCNCCOC.COCCNCCOC.CCO.CCO.O.O.O.O
frontier orbital gap: 8.857 eV

CARTESIAN COORDINATES (ANGSTROEM)
C1 0.65730 -0.11782 3.95043
O1 0.66907 -1.31758 3.22172
C2 1.44647 -1.16156 2.06354
C3 1.28131 -2.37405 1.15693
N1 -0.08299 -2.88923 1.18492
C4 -0.39385 -4.08160 0.42214
C5 -1.17858 -5.06130 1.28936
O2 -0.31452 -5.54283 2.27110
C6 -0.98430 -5.93851 3.46581
H1 1.65337 0.21878 4.24801
H2 -0.05041 -0.15429 4.77916
H3 0.18994 0.65408 3.31858
H4 2.51359 -0.96636 2.21229
H5 1.08814 -0.30546 1.47120
H6 1.97169 -3.18735 1.42536
H7 1.53126 -2.12996 0.12020
H8 -0.40817 -2.96070 2.13859
H9 0.45629 -4.65336 0.03033
H10 -0.95156 -3.76977 -0.46903
H11 -1.70919 -5.82423 0.69879
H12 -2.06059 -4.57724 1.74447
H13 -1.62853 -5.13660 3.83501
H14 -0.37008 -6.23445 4.31393
H15 -1.54003 -6.82913 3.15437
C7 -0.58715 2.46122 0.34125
O3 0.77825 2.39215 -0.01038
C8 1.68592 2.88813 0.94840
C9 1.51741 4.37923 1.26105
N2 1.36038 5.18620 0.06190
C10 2.57827 5.60020 -0.60566
C11 2.36105 6.39697 -1.88634
O4 2.31099 7.76851 -1.55769
C12 2.73504 8.61317 -2.62300
H16 -1.27964 2.06019 -0.39188
H17 -0.86884 3.49901 0.56948
H18 -0.73679 1.98438 1.31950
H19 2.65487 2.68561 0.48310
H20 1.79957 2.28151 1.85483
H21 2.35678 4.77520 1.83020
H22 0.60548 4.58380 1.82563
H23 0.69886 4.88018 -0.63388
H24 3.07681 4.68364 -0.99115
H25 3.29635 6.04171 0.08377
H26 1.49736 6.09632 -2.49366
H27 3.23386 6.16039 -2.51200
H28 2.00703 8.52497 -3.43300
H29 3.72448 8.29220 -2.96447
H30 2.83202 9.62657 -2.24469
C13 -2.61579 -0.81238 2.40112
C14 -3.83713 -1.72738 2.14914
O5 -4.22923 -1.62181 0.76175
H31 -2.20630 -0.86257 3.40853
H32 -2.99370 0.20193 2.26888
H33 -1.93114 -1.17735 1.63896
H34 -4.69274 -1.41411 2.75939
H35 -3.70941 -2.79206 2.34656
H36 -4.56750 -0.71767 0.73507
C15 0.74095 -3.11855 -3.58456
C16 -0.41232 -3.90457 -4.20018
O6 -1.34070 -2.99424 -4.77620
H37 1.09634 -2.35920 -4.27746
H38 1.54089 -3.71205 -3.13619
H39 0.30067 -2.59174 -2.72908
H40 -0.94114 -4.61490 -3.55307
H41 -0.05269 -4.56833 -4.99840
H42 -1.91856 -2.75003 -4.03824
O7 -2.89818 -2.15190 -2.13547
H43 -3.48206 -2.52841 -1.46883
H44 -2.24663 -1.60246 -1.62378
O8 -0.89096 -0.93047 -0.90403
H45 -0.57740 -1.51455 -0.18462
H46 -0.23852 -0.21569 -0.94698
O9 -1.53070 1.02322 -3.16532
H47 -2.28652 0.44247 -3.31726
H48 -0.81300 0.42522 -2.92169
O10 1.55088 0.15101 -2.00987
H49 1.90531 -0.14776 -2.85605
H50 1.85332 1.06543 -1.92068

In the Mulliken picture, each atom carries the following charge in e:
1. C -0.71
2. O -0.33
3. C 0.42
4. C -1.07
5. N 0.06
6. C -0.33
7. C -0.58
8. O -0.34
9. C -0.72
10. H 0.34
11. H 0.31
12. H 0.12
13. H 0.42
14. H -0.37
15. H 0.50
16. H 0.31
17. H 0.32
18. H 0.30
19. H 0.01
20. H 0.51
21. H 0.06
22. H 0.26
23. H 0.27
24. H 0.33
25. C -0.88
26. O -0.09
27. C -0.16
28. C -1.18
29. N -0.21
30. C -0.49
31. C -0.61
32. O -0.30
33. C -0.72
34. H 0.25
35. H 0.46
36. H 0.17
37. H 0.36
38. H 0.16
39. H 0.44
40. H 0.39
41. H 0.27
42. H 0.24
43. H 0.33
44. H 0.33
45. H 0.37
46. H 0.28
47. H 0.32
48. H 0.25
49. C -0.64
50. C -0.62
51. O -0.47
52. H 0.33
53. H 0.41
54. H 0.23
55. H 0.38
56. H 0.19
57. H 0.29
58. C -0.24
59. C -0.41
60. O -0.55
61. H 0.30
62. H 0.37
63. H -0.25
64. H 0.23
65. H 0.32
66. H 0.30
67. O -0.69
68. H 0.26
69. H 0.19
70. O 0.35
71. H -0.02
72. H -0.24
73. O -0.65
74. H 0.32
75. H 0.26
76. O -0.49
77. H 0.25
78. H 0.20

=====

Entry 2:
Formula: C16H50N8O9
Source: the OMol25 dataset
Level of theory: the ωB97M-V functional and the def2-TZVPD basis

F_max: 7.11 eV Å⁻¹
LUMO energy: 0.05 eV
E_HOMO: -9.27 eV
ΔE to the lowest compared entry with this formula, charge and spin: 436.5 kJ/mol
SMILES: NC(N)=O.NC(N)=O.NC(N)=O.NC(N)=O.CC(C)O.CC(C)O.CCO.CCO.CCO
frontier orbital gap: 9.321 eV

CARTESIAN COORDINATES (ANGSTROEM)
N1 3.65799 -4.34222 1.85703
C1 4.06319 -5.53265 2.02864
N2 3.63636 -6.05357 3.17277
O1 4.75041 -6.13467 1.20717
H1 3.02026 -3.94411 2.53149
H2 4.15533 -3.68294 1.27556
H3 3.66459 -7.06004 3.25227
H4 2.98511 -5.59167 3.79133
N3 -1.10293 -2.08986 5.25428
C2 0.05551 -2.10984 4.67736
N4 0.55955 -0.93942 4.49757
O2 0.65740 -3.12933 4.39591
H5 -1.60382 -2.93659 5.48287
H6 -1.55570 -1.19682 5.38688
H7 0.03408 -0.10560 4.71836
H8 1.39554 -0.89726 3.93239
N5 7.45756 -1.80507 -2.33265
C3 6.75714 -2.44156 -1.50167
N6 7.05873 -3.67650 -1.37021
O3 5.95492 -1.92835 -0.78560
H9 8.16362 -2.26216 -2.89178
H10 7.21777 -0.83432 -2.47511
H11 6.59736 -4.37052 -0.79960
H12 7.87555 -3.88795 -1.92537
N7 0.71796 3.55440 -7.84206
C4 1.08340 3.99643 -6.70453
N8 0.36570 3.56409 -5.75956
O4 2.02345 4.77607 -6.60599
H13 -0.21254 3.16252 -7.81526
H14 1.21124 3.88948 -8.65722
H15 -0.44784 3.00949 -5.98464
H16 0.65144 3.79205 -4.81802
C5 0.14343 0.91262 -0.68510
C6 1.31980 -0.05156 -1.05147
C7 1.13146 -0.59775 -2.47316
O5 2.53160 0.66300 -1.01583
H17 -0.77522 0.34097 -0.81702
H18 -0.02421 1.87834 -1.16196
H19 0.11644 1.14612 0.37926
H20 1.27294 -0.86576 -0.32829
H21 1.99570 -1.18692 -2.77985
H22 0.96635 0.14341 -3.25516
H23 0.33960 -1.34259 -2.39405
H24 3.21663 0.06116 -1.31605
C8 -2.59587 -3.78007 0.29426
C9 -3.33054 -4.95331 0.87327
C10 -4.36414 -4.54882 1.89184
O6 -4.02504 -5.60264 -0.15002
H25 -1.83614 -3.40176 0.97823
H26 -3.16021 -2.90866 -0.03781
H27 -2.10344 -4.05172 -0.63946
H28 -2.56429 -5.61344 1.27974
H29 -3.92605 -3.97810 2.71066
H30 -4.73370 -5.44580 2.38878
H31 -5.22938 -3.96386 1.57997
H32 -4.66080 -6.23765 0.18786
C11 -5.63060 0.92737 -0.84153
C12 -6.63467 0.36398 0.20571
O7 -7.88222 0.10780 -0.42583
H33 -5.84637 1.94639 -1.16269
H34 -5.39030 0.24376 -1.65579
H35 -4.65727 0.95609 -0.35172
H36 -6.80435 1.10729 0.98468
H37 -6.30755 -0.54906 0.70315
H38 -8.47735 0.06577 0.32627
C13 -2.41334 5.70111 2.28424
C14 -3.83531 5.37533 2.72006
O8 -3.84666 5.04315 4.06297
H39 -1.77983 4.85465 2.54933
H40 -2.00403 6.53458 2.85512
H41 -2.34792 5.86266 1.20827
H42 -4.42605 4.67069 2.13474
H43 -4.46723 6.26271 2.68348
H44 -4.26068 5.77370 4.52825
C15 2.82344 5.11951 0.16090
C16 3.08373 5.33646 -1.29279
O9 2.55220 4.24970 -2.04340
H45 3.03194 6.13341 0.50244
H46 3.33575 4.33448 0.71711
H47 1.75185 5.02459 0.33635
H48 4.15594 5.39143 -1.48109
H49 2.82907 6.30339 -1.72672
H50 2.89453 3.45233 -1.63277

In the Mulliken picture, each atom carries the following charge in e:
1. N -0.24
2. C 0.61
3. N -0.39
4. O -0.69
5. H 0.13
6. H 0.18
7. H 0.23
8. H 0.17
9. N -0.42
10. C 0.75
11. N -0.38
12. O -0.68
13. H 0.21
14. H 0.15
15. H 0.16
16. H 0.22
17. N -0.40
18. C 0.71
19. N -0.35
20. O -0.66
21. H 0.15
22. H 0.23
23. H 0.20
24. H 0.12
25. N -0.39
26. C 0.67
27. N -0.35
28. O -0.69
29. H 0.16
30. H 0.24
31. H 0.14
32. H 0.22
33. C -1.33
34. C 0.61
35. C -1.32
36. O -0.48
37. H 0.36
38. H 0.32
39. H 0.35
40. H 0.17
41. H 0.41
42. H 0.31
43. H 0.33
44. H 0.28
45. C -1.26
46. C 0.68
47. C -1.27
48. O -0.55
49. H 0.31
50. H 0.29
51. H 0.34
52. H 0.10
53. H 0.29
54. H 0.40
55. H 0.33
56. H 0.32
57. C -1.02
58. C -0.14
59. O -0.51
60. H 0.30
61. H 0.32
62. H 0.29
63. H 0.25
64. H 0.20
65. H 0.30
66. C -0.90
67. C -0.27
68. O -0.52
69. H 0.26
70. H 0.26
71. H 0.32
72. H 0.26
73. H 0.27
74. H 0.33
75. C -0.98
76. C -0.35
77. O -0.46
78. H 0.34
79. H 0.33
80. H 0.24
81. H 0.26
82. H 0.37
83. H 0.24

=====

Entry 3:
Formula: C16H50O9
Source: the OMol25 dataset
Level of theory: the ωB97M-V functional and the def2-TZVPD basis

F_max: 3.00 eV Å⁻¹
LUMO energy (spin up / spin down): 2.42 / 2.48 eV
E_HOMO (spin up / spin down): 0.52 / -7.20 eV
net charge: -1
spin multiplicity: 2
ΔE to the lowest compared entry with this formula, charge and spin: 152.0 kJ/mol
frontier orbital gap (spin up / spin down): 1.895 / 9.684 eV

CARTESIAN COORDINATES (ANGSTROEM)
C1 -2.86742 -1.90271 -2.96531
C2 -2.23110 -1.66957 -4.23420
O1 -1.30079 -2.73018 -4.58274
H1 -3.50657 -2.78539 -2.98662
H2 -3.52776 -1.06186 -2.75313
H3 -2.21102 -2.02409 -2.10362
H4 -1.52942 -0.83547 -4.22925
H5 -2.93369 -1.42295 -5.03022
H6 -1.62406 -3.58230 -4.28111
C3 -2.98108 -2.51600 0.69190
C4 -3.82215 -1.25618 0.74929
O2 -4.03079 -0.87545 2.10864
H7 -2.48051 -2.68903 -0.26077
H8 -3.54571 -3.44407 0.78127
H9 -2.26265 -2.57082 1.50980
H10 -4.73628 -1.26280 0.15564
H11 -3.30666 -0.43278 0.25494
H12 -4.87548 -0.42293 2.05083
C5 1.52884 3.03113 -4.04732
C6 0.34270 2.39566 -3.37170
O3 0.25912 1.02190 -3.83318
H13 1.42113 2.96402 -5.12990
H14 2.50915 2.56866 -3.93238
H15 1.75023 4.06113 -3.76769
H16 -0.54373 2.85057 -3.81374
H17 0.38818 2.62865 -2.30786
H18 -0.19957 0.93899 -4.67242
C7 -2.69379 0.84971 4.77308
C8 -1.65416 1.09323 3.58928
O4 -1.45903 -0.16814 2.96695
H19 -3.68595 0.69197 4.35018
H20 -2.86566 1.73040 5.39192
H21 -2.30788 0.06425 5.42287
H22 -0.68054 1.46390 3.90985
H23 -1.96228 1.99258 3.05606
H24 -2.34271 -0.45724 2.72791
C9 -0.05858 -2.66628 5.00362
C10 0.80501 -1.42836 4.95793
O5 1.07470 -1.14902 3.59557
H25 -0.42989 -2.64808 6.02826
H26 0.49890 -3.54662 4.68373
H27 -0.82853 -2.54938 4.24099
H28 1.66018 -1.62317 5.60511
H29 0.31507 -0.51850 5.30464
H30 0.29124 -0.83399 3.13890
C11 1.63358 -2.89774 -2.68461
C12 2.02741 -1.80383 -3.61314
O6 2.33585 -0.58340 -2.84489
H31 2.47130 -3.25811 -2.08756
H32 1.26554 -3.78409 -3.20135
H33 0.83227 -2.44988 -2.09688
H34 1.18485 -1.59895 -4.27361
H35 2.91317 -2.06717 -4.19122
H36 1.84137 0.12141 -3.26955
C13 3.12344 4.64555 1.27049
C14 1.81106 4.23467 1.86965
O7 1.64407 2.86450 1.98546
H37 3.99677 4.33179 1.84228
H38 3.13863 5.72567 1.12479
H39 3.13268 4.48446 0.19250
H40 1.02111 4.56364 1.19448
H41 1.53546 4.73428 2.79838
H42 1.02954 2.49291 1.34838
C15 4.69868 0.32766 -0.68176
O8 3.73321 -0.66863 -0.62046
H43 4.29469 1.33986 -0.66348
H44 5.44621 0.27564 0.10982
H45 5.35360 0.32989 -1.55306
H46 3.13933 -0.45738 -1.34454
C16 -0.09909 -0.16130 -0.23836
O9 -0.16454 0.79999 0.85910
H47 0.94760 -0.30304 -0.50754
H48 -0.53917 -1.12731 0.00913
H49 -0.59367 0.25950 -1.11381
H50 -0.51390 0.35609 1.63531

In the Mulliken picture, each atom carries the following charge in e:
1. C -0.92
2. C 0.44
3. O -0.39
4. H 0.56
5. H 0.46
6. H -0.37
7. H -0.45
8. H 0.38
9. H 0.26
10. C -0.44
11. C -1.72
12. O 1.45
13. H 0.28
14. H 0.54
15. H -0.40
16. H 0.47
17. H -0.19
18. H -0.31
19. C -1.17
20. C -0.37
21. O 0.02
22. H 0.29
23. H 0.29
24. H 0.42
25. H 0.40
26. H 0.14
27. H 0.03
28. C -1.16
29. C -0.83
30. O -0.24
31. H 0.16
32. H 0.44
33. H 0.20
34. H 0.41
35. H 0.33
36. H -0.01
37. C -0.76
38. C -0.27
39. O -0.59
40. H 0.32
41. H 0.33
42. H 0.05
43. H 0.36
44. H 0.18
45. H 0.25
46. C -0.76
47. C -0.22
48. O -0.60
49. H 0.34
50. H 0.36
51. H -0.09
52. H 0.24
53. H 0.24
54. H 0.21
55. C -0.95
56. C -0.37
57. O -0.41
58. H 0.26
59. H 0.40
60. H 0.19
61. H 0.29
62. H 0.34
63. H 0.25
64. C -0.61
65. O -0.41
66. H 0.17
67. H 0.31
68. H 0.28
69. H 0.30
70. C -0.08
71. O -0.39
72. H 0.15
73. H 0.04
74. H 0.29
75. H 0.37

=====

Entry 4:
Formula: C16H51N3O12YZr
Source: the OMol25 dataset
Level of theory: the ωB97M-V functional and the def2-TZVPD basis

F_max: 10.20 eV Å⁻¹
LUMO energy: -12.30 eV
E_HOMO: -14.00 eV
net charge: +3
ΔE to the lowest compared entry with this formula, charge and spin: 0.0 kJ/mol
frontier orbital gap: 1.692 eV

CARTESIAN COORDINATES (ANGSTROEM)
Zr1 -2.40790 -2.81351 1.06549
Y1 -2.32811 -3.05457 -4.39522
O1 -4.05794 -1.90349 0.07053
C1 -4.79292 -1.37380 -0.97278
C2 -5.01499 -2.15857 -2.29168
O2 -4.02618 -3.06168 -2.73728
H1 -4.30582 -0.43757 -1.28418
H2 -5.74425 -1.16384 -0.47266
H3 -5.38521 -1.55818 -3.12276
H4 -5.83034 -2.85993 -2.07621
O3 -0.97565 -1.51608 -3.23227
C3 -0.99976 -0.44679 -2.31141
C4 -0.47512 -0.62490 -0.86557
O4 -1.01202 -1.47394 0.12170
H5 -1.98658 0.03391 -2.31823
H6 -0.34345 0.30221 -2.76229
H7 -0.38264 0.36874 -0.41810
H8 0.56900 -0.88805 -1.08284
C5 -1.57482 4.59702 -0.14532
C6 -2.32976 3.80158 0.92995
C7 -2.95529 2.50611 0.36233
O5 -4.09855 2.62740 -0.43997
C8 -5.20384 3.09558 0.31531
N1 -1.44886 3.50052 2.05761
H9 -2.13631 4.76726 -1.05845
H10 -0.61763 4.09902 -0.35911
H11 -1.13119 5.50454 0.27046
H12 -3.07354 4.45635 1.38503
H13 -3.21852 1.86806 1.22931
H14 -2.15370 1.96087 -0.14973
H15 -5.11438 4.07767 0.76837
H16 -5.54016 2.32219 1.01867
H17 -6.09286 3.15165 -0.31850
H18 -1.81351 2.62607 2.42637
H19 -0.51918 3.32013 1.69855
C9 4.77473 -0.63552 1.06417
C10 5.01385 -0.33282 -0.42231
C11 3.69605 -0.18098 -1.22953
O6 3.96040 0.31181 -2.52213
C12 2.94345 -0.01531 -3.44651
N2 5.61158 1.05007 -0.46094
H20 5.63152 -0.31009 1.65403
H21 4.47986 -1.66938 1.23720
H22 3.98543 0.01447 1.44789
H23 5.73984 -1.00160 -0.88633
H24 2.98139 0.39691 -0.63811
H25 3.40211 -1.23912 -1.30031
H26 2.67074 -1.07621 -3.42049
H27 3.15839 0.27921 -4.46807
H28 2.03045 0.49533 -3.10755
H29 5.11509 1.44899 0.33472
H30 5.28179 1.54454 -1.28317
C13 2.13493 -2.00729 4.77851
C14 2.72273 -0.90014 3.94937
C15 1.70210 0.16323 3.53946
O7 1.98666 0.60144 2.22179
C16 1.33257 1.78858 1.83970
N3 3.85485 -0.21529 4.58689
H31 1.85824 -1.66261 5.78310
H32 2.78517 -2.84970 5.04269
H33 1.34437 -2.61149 4.31650
H34 3.22976 -1.43859 3.14083
H35 1.63314 0.91744 4.32750
H36 0.69481 -0.26755 3.39254
H37 0.26551 1.52318 1.86172
H38 1.60367 2.20637 0.87094
H39 1.48303 2.59725 2.56201
H40 3.46827 -0.01328 5.51172
H41 4.62931 -0.84561 4.76417
O8 1.68368 -3.23348 -3.15073
H42 2.40313 -3.45867 -2.54750
H43 1.20624 -2.51500 -2.70929
O9 -3.43061 -0.91426 -4.84568
H44 -4.39941 -0.92468 -4.88563
H45 -3.20426 -0.02583 -4.53329
O10 1.89928 -1.68230 1.04284
H46 1.02009 -1.61666 0.66092
H47 2.03393 -0.83513 1.50652
O11 -0.20253 -3.66112 -5.05765
H48 0.09123 -4.43292 -5.57114
H49 0.53183 -3.50342 -4.40008
O12 -2.63193 -1.19484 2.55174
H50 -2.19437 -0.99322 3.40302
H51 -3.49013 -0.72666 2.58882

In the Mulliken picture, each atom carries the following charge in e:
1. Zr 1.81
2. Y 1.84
3. O -0.58
4. C 0.07
5. C -0.55
6. O -0.73
7. H 0.08
8. H 0.35
9. H 0.25
10. H 0.33
11. O -0.54
12. C -0.94
13. C 1.37
14. O -0.32
15. H 0.22
16. H 0.47
17. H -0.10
18. H -0.50
19. C -1.36
20. C 0.48
21. C 0.17
22. O -0.38
23. C -0.75
24. N -0.63
25. H 0.36
26. H 0.28
27. H 0.40
28. H 0.34
29. H 0.10
30. H -0.29
31. H 0.31
32. H 0.28
33. H 0.32
34. H 0.22
35. H 0.21
36. C -0.97
37. C 0.35
38. C 0.37
39. O -0.49
40. C -0.46
41. N -0.82
42. H 0.38
43. H 0.50
44. H -0.19
45. H 0.47
46. H -0.22
47. H 0.05
48. H 0.12
49. H 0.41
50. H 0.20
51. H 0.27
52. H 0.33
53. C -1.69
54. C 1.23
55. C -0.58
56. O -0.07
57. C -1.47
58. N -0.63
59. H 0.38
60. H 0.41
61. H 0.25
62. H -0.15
63. H 0.54
64. H -0.07
65. H 0.32
66. H 0.50
67. H 0.51
68. H 0.31
69. H 0.31
70. O -0.75
71. H 0.37
72. H 0.15
73. O -0.54
74. H 0.34
75. H 0.32
76. O -0.62
77. H 0.00
78. H 0.18
79. O -0.56
80. H 0.36
81. H 0.50
82. O -0.42
83. H 0.35
84. H 0.34